No. 1
A cluster of 7 separate species, C47H47IN6O16P in total in a non-equilibrium geometry. Source: the OMol25 dataset; level of theory: ωB97M-V with the def2-TZVPD basis set.

Atoms and positions in Å:
C (6.79636, -0.24256, -1.00144)
C (5.75198, 1.02318, -1.01937)
C (6.02277, 2.38346, -0.12247)
C (4.99125, 3.66275, -0.12315)
C (3.62704, 3.55204, -1.02599)
C (3.34225, 2.16080, -1.90996)
C (1.93710, 2.01359, -2.79145)
P (0.57824, 1.55794, -1.47143)
O (-0.64889, 1.43875, -2.73522)
C (-0.73892, 1.34450, -0.08954)
O (-0.26209, 1.74890, 1.24256)
O (0.03523, 3.01581, 1.30154)
C (0.93539, -0.31128, -1.60150)
C (1.42846, -1.03333, -0.21754)
O (1.98068, -0.44588, 0.84584)
I (1.19084, -3.24815, -0.13832)
C (4.38352, 0.87850, -1.94219)
H (7.56458, -0.09719, -1.87522)
H (7.30490, -0.24556, 0.07256)
H (6.14342, -1.21746, -1.18626)
H (6.99372, 2.40212, 0.53194)
H (5.14421, 4.63741, 0.50828)
H (2.79933, 4.39599, -1.07876)
H (1.61645, 3.03388, -3.30092)
H (2.01141, 1.22500, -3.65509)
H (0.28781, 2.99241, -1.42386)
H (1.55034, 1.78525, -0.43362)
H (-0.36143, 0.76448, -3.43183)
H (-1.06133, 0.22089, -0.02984)
H (-1.68696, 1.95590, -0.43766)
H (-0.39843, 3.54668, 0.57054)
H (1.76561, -0.55629, -2.42206)
H (-0.03165, -0.90970, -1.96520)
H (4.12056, -0.06430, -2.59928)
C (-0.02922, -3.07842, 4.00971)
C (-1.34768, -3.48262, 4.22515)
C (-1.61568, -4.60972, 5.00438)
C (-0.55101, -5.32526, 5.56941)
C (0.77389, -4.92619, 5.34840)
C (1.02957, -3.79901, 4.56498)
N (-0.82727, -6.49605, 6.41048)
O (-2.01168, -6.82844, 6.56664)
O (0.13880, -7.08235, 6.91941)
H (0.17453, -2.19565, 3.40605)
H (-2.16745, -2.91671, 3.78779)
H (-2.64865, -4.91170, 5.16291)
H (1.60990, -5.47515, 5.77675)
H (2.05451, -3.47939, 4.39006)
C (4.32996, 2.05557, 4.94995)
C (3.96358, 1.36047, 3.79637)
C (3.98253, -0.03556, 3.78479)
C (4.36741, -0.72862, 4.94078)
C (4.74310, -0.03322, 6.09782)
C (4.72290, 1.36294, 6.09645)
N (4.36493, -2.19643, 4.94295)
O (4.04446, -2.77497, 3.89400)
O (4.67918, -2.77286, 5.99415)
H (4.30820, 3.14401, 4.95594)
H (3.65994, 1.90738, 2.90629)
H (3.69411, -0.56254, 2.87790)
H (5.04868, -0.55838, 7.00036)
H (5.00986, 1.91185, 6.99065)
C (1.48352, -9.34758, 1.39140)
C (1.01191, -9.43068, 0.08036)
C (0.03275, -8.54246, -0.36877)
C (-0.46609, -7.56754, 0.50613)
C (0.00002, -7.48681, 1.82511)
C (0.97737, -8.38241, 2.26368)
N (-1.47705, -6.61464, 0.03240)
O (-1.87771, -6.73067, -1.13538)
O (-1.86882, -5.74652, 0.82545)
H (2.25112, -10.03873, 1.73535)
H (1.41021, -10.18659, -0.59307)
H (-0.32430, -8.62022, -1.39338)
H (-0.38196, -6.73830, 2.51618)
H (1.34787, -8.32590, 3.28485)
C (0.22432, 8.95202, -2.94405)
C (1.54356, 8.68424, -2.57522)
C (2.15265, 7.49191, -2.97114)
C (1.42949, 6.57266, -3.74367)
C (0.10245, 6.83548, -4.10885)
C (-0.49692, 8.03005, -3.70457)
N (2.07245, 5.32897, -4.18449)
O (3.24145, 5.12429, -3.82498)
O (1.41140, 4.55717, -4.89398)
H (-0.24450, 9.88561, -2.63773)
H (2.09866, 9.40706, -1.98113)
H (3.18146, 7.29810, -2.67562)
H (-0.47200, 6.12868, -4.70396)
H (-1.52562, 8.24467, -3.98555)
C (-6.08210, -1.72505, -0.06226)
C (-7.19864, -0.88772, -0.04302)
C (-7.03430, 0.49595, 0.04556)
C (-5.74120, 1.03309, 0.11002)
C (-4.61877, 0.19435, 0.09865)
C (-4.79580, -1.18802, 0.01265)
N (-5.56111, 2.48824, 0.17756)
O (-6.57929, 3.19555, 0.20460)
O (-4.40192, 2.92625, 0.19945)
H (-6.21512, -2.80297, -0.13711)
H (-8.19798, -1.31386, -0.10025)
H (-7.91455, 1.13495, 0.05938)
H (-3.60968, 0.59749, 0.15307)
H (-3.93071, -1.84734, 0.00008)
C (-5.26285, 2.66213, -3.08376)
C (-6.51213, 2.32337, -3.60592)
C (-6.61810, 1.84726, -4.91416)
C (-5.46064, 1.70939, -5.69266)
C (-4.20611, 2.05602, -5.17356)
C (-4.11304, 2.53375, -3.86483)
N (-5.56245, 1.18539, -7.05996)
O (-6.69215, 0.90790, -7.48948)
O (-4.51319, 1.04656, -7.70480)
H (-5.18458, 3.02760, -2.06126)
H (-7.40385, 2.42760, -2.99149)
H (-7.59894, 1.58750, -5.30638)
H (-3.30029, 1.95867, -5.76834)
H (-3.14336, 2.80263, -3.45171)

Values from the calculation:
Molecular weight   1109.80 g mol⁻¹
2S+1   1
Orbital gap   5.4 eV
Charge   -1

=====

No. 2
A structure of composition C47H49BN5O2Sb2Zn. Source: the OMol25 dataset; level of theory: ωB97M-V with the def2-TZVPD basis set.

Atoms and positions in Å:
Zn (0.57333, 1.24419, -0.02436)
N (3.92389, 0.29851, -2.93379)
C (2.74781, 0.59859, -2.36897)
N (2.54744, 0.67089, -1.09453)
C (3.60171, 0.46321, -0.22679)
N (3.46033, 0.70422, 1.03147)
N (2.21200, 1.09640, 1.38073)
C (2.09572, 1.91039, 2.35604)
C (0.78332, 2.42601, 2.72232)
C (0.65040, 3.32286, 3.77554)
C (-0.58231, 3.91806, 3.99097)
C (-1.63474, 3.59060, 3.15331)
C (-1.42688, 2.64511, 2.15896)
N (-0.25152, 2.07227, 1.94677)
C (4.90060, 0.07452, -0.76084)
C (6.00779, -0.17529, 0.05186)
C (7.22712, -0.47340, -0.51621)
C (7.35465, -0.54083, -1.90339)
C (6.26909, -0.30638, -2.72280)
C (5.04206, 0.01389, -2.15106)
H (4.01836, 0.27122, -3.93575)
H (1.92243, 0.81089, -3.03730)
H (2.96859, 2.29526, 2.87881)
H (1.50526, 3.55782, 4.39579)
H (-0.71527, 4.62631, 4.79776)
H (-2.61039, 4.03653, 3.27615)
H (-2.23427, 2.34607, 1.50140)
H (5.87735, -0.11674, 1.12285)
H (8.08735, -0.65843, 0.11185)
H (8.31288, -0.77607, -2.34593)
H (6.36658, -0.37380, -3.79951)
C (1.48389, -2.64799, -0.62089)
C (0.81889, -2.88214, 0.73265)
C (-0.01286, -1.72584, 1.30876)
Sb (-2.05459, -2.41900, 1.67383)
C (-2.65720, -1.02420, 3.21005)
C (-1.83659, -0.60002, 4.25106)
C (-2.34297, 0.18244, 5.27764)
C (-3.66937, 0.59199, 5.25193)
C (-4.48450, 0.21708, 4.19482)
C (-3.98277, -0.59630, 3.18716)
C (-1.55852, -4.03737, 3.02929)
C (-1.02090, -3.84840, 4.29805)
C (-0.83700, -4.92225, 5.15691)
C (-1.18626, -6.20294, 4.75249)
C (-1.71360, -6.40520, 3.48648)
C (-1.90061, -5.32748, 2.63205)
Sb (0.48567, -1.85117, -2.41894)
C (-0.29017, -3.72047, -3.15045)
C (-0.76341, -4.71919, -2.30422)
C (-1.34976, -5.86369, -2.82465)
C (-1.45022, -6.02715, -4.19884)
C (-0.95956, -5.04896, -5.05048)
C (-0.38910, -3.89705, -4.52637)
C (-1.50878, -1.08994, -2.01734)
C (-1.71983, 0.26919, -2.24219)
C (-3.00072, 0.80486, -2.22429)
C (-4.09455, -0.02151, -2.02155)
C (-3.89873, -1.38098, -1.82451)
C (-2.61522, -1.90960, -1.81548)
H (1.88818, -3.59061, -0.99706)
H (2.32260, -1.95966, -0.48981)
H (1.62095, -3.10143, 1.44279)
H (0.21558, -3.79384, 0.67948)
H (-0.06716, -0.89889, 0.56304)
H (0.43869, -1.33399, 2.22008)
H (-0.79164, -0.88777, 4.27889)
H (-1.70045, 0.47861, 6.09779)
H (-4.06315, 1.20282, 6.05462)
H (-5.51684, 0.54178, 4.15736)
H (-4.63522, -0.91737, 2.38226)
H (-0.74514, -2.85725, 4.63150)
H (-0.42204, -4.76063, 6.14374)
H (-1.05430, -7.03824, 5.42753)
H (-1.98440, -7.40312, 3.16609)
H (-2.31947, -5.49412, 1.64501)
H (-0.67617, -4.60439, -1.22880)
H (-1.73093, -6.62591, -2.15681)
H (-1.90268, -6.92222, -4.60496)
H (-1.02158, -5.18324, -6.12263)
H (-0.02136, -3.12777, -5.19645)
H (-0.88278, 0.91337, -2.47822)
H (-3.14268, 1.86624, -2.39016)
H (-5.09648, 0.38723, -2.04192)
H (-4.74650, -2.04137, -1.69231)
H (-2.48855, -2.97379, -1.68582)
C (-1.88411, 5.58370, -1.85577)
C (-0.52473, 5.02795, -1.46435)
C (0.16727, 5.98498, -0.49518)
O (-0.73148, 3.79790, -0.72244)
B (0.17293, 2.86197, -1.13459)
O (0.89037, 3.28178, -2.22232)
C (0.39309, 4.57562, -2.65693)
C (1.59254, 5.47154, -2.92579)
C (-0.37664, 4.34710, -3.95466)
H (-2.43502, 5.83503, -0.94982)
H (-2.46663, 4.85437, -2.41511)
H (-1.77266, 6.48780, -2.45497)
H (-0.47167, 6.11324, 0.37836)
H (0.34390, 6.95684, -0.95475)
H (1.11615, 5.56443, -0.16023)
H (2.25763, 5.52117, -2.06598)
H (1.26868, 6.47943, -3.18668)
H (2.15442, 5.05997, -3.76394)
H (-1.18657, 3.63321, -3.80332)
H (0.30601, 3.93367, -4.69669)
H (-0.78126, 5.28422, -4.33446)

Values from the calculation:
Molecular weight   1035.66 g mol⁻¹
2S+1   1
Orbital gap   7.2 eV
Charge   +1

=====

No. 3
A structure of composition C47H49CrN3O2P2SSi. Source: the OMol25 dataset; level of theory: ωB97M-V with the def2-TZVPD basis set.

Atoms and positions in Å:
Cr (-0.16029, 0.60239, -0.57846)
C (1.59887, -0.09686, 2.51319)
N (0.36693, -0.31978, 3.25907)
C (-0.64517, 0.73110, 3.22202)
P (-1.16703, 1.35365, 1.55064)
C (-1.27332, 3.15994, 1.82837)
C (-2.30401, 3.87290, 1.21652)
C (-2.41472, 5.24333, 1.38442)
C (-1.49146, 5.92343, 2.16753)
C (-0.46155, 5.22544, 2.78006)
C (-0.35259, 3.85096, 2.61069)
C (-2.92260, 0.82418, 1.56809)
C (-3.31896, -0.26206, 0.79329)
C (-4.62204, -0.74320, 0.85898)
C (-5.53776, -0.13474, 1.70059)
C (-5.14966, 0.94546, 2.48768)
C (-3.84968, 1.41982, 2.42779)
C (0.56095, -0.75582, 4.61619)
C (-0.39123, -1.60215, 5.17247)
C (-0.26489, -2.02596, 6.48688)
C (0.82086, -1.61722, 7.25067)
C (1.77195, -0.77234, 6.69647)
C (1.64010, -0.33293, 5.38471)
P (1.52461, -0.58062, 0.72718)
C (3.31000, -0.54279, 0.38008)
C (4.14750, -1.50696, 0.93873)
C (5.51612, -1.44334, 0.73021)
C (6.05729, -0.41455, -0.03308)
C (5.22798, 0.54639, -0.59108)
C (3.85798, 0.47411, -0.38702)
C (1.15322, -2.37558, 0.72729)
C (1.48054, -3.06083, -0.44622)
C (1.28895, -4.42978, -0.54030)
C (0.77255, -5.13712, 0.53764)
C (0.45983, -4.46658, 1.70991)
C (0.64854, -3.09249, 1.80997)
H (2.38389, -0.71314, 2.94778)
H (1.95837, 0.94107, 2.54892)
H (-0.37383, 1.58891, 3.84589)
H (-1.55574, 0.31429, 3.64491)
H (-3.04587, 3.35073, 0.62582)
H (-3.22466, 5.77991, 0.90720)
H (-1.57908, 6.99331, 2.30465)
H (0.26255, 5.74712, 3.39223)
H (0.47476, 3.33659, 3.08255)
H (-2.61027, -0.74997, 0.13383)
H (-4.91665, -1.59046, 0.25324)
H (-6.55478, -0.50238, 1.75046)
H (-5.86301, 1.41655, 3.15173)
H (-3.55914, 2.26290, 3.04442)
H (-1.22949, -1.92921, 4.56623)
H (-1.00812, -2.68933, 6.91039)
H (0.92624, -1.95860, 8.27181)
H (2.61972, -0.44783, 7.28608)
H (2.38537, 0.33185, 4.96331)
H (3.73273, -2.32330, 1.52033)
H (6.16047, -2.20008, 1.15878)
H (7.12542, -0.37210, -0.20193)
H (5.64227, 1.33867, -1.20192)
H (3.21144, 1.20429, -0.84572)
H (1.92868, -2.52257, -1.27147)
H (1.55890, -4.94648, -1.45362)
H (0.62896, -6.20794, 0.46812)
H (0.06917, -5.01137, 2.56022)
H (0.39032, -2.59210, 2.72809)
C (-1.45712, -5.30484, -6.22925)
C (-0.79920, -4.13145, -5.55204)
C (-0.82774, -4.00007, -4.16548)
C (-0.24019, -2.91569, -3.53778)
C (0.38663, -1.94211, -4.30658)
C (0.42517, -2.04583, -5.69286)
C (-0.16426, -3.14354, -6.30162)
S (1.17413, -0.57690, -3.51657)
O (2.27254, -1.04852, -2.72538)
O (1.39737, 0.42583, -4.51992)
N (0.03438, -0.06893, -2.44983)
C (-1.11387, 0.56382, -2.92440)
C (-1.61432, 0.71224, -4.22044)
C (-2.80849, 1.38400, -4.36452)
C (-3.48077, 1.89820, -3.25122)
C (-2.91060, 1.72623, -2.01664)
N (-1.74751, 1.07987, -1.86073)
H (-1.61417, -6.12844, -5.53438)
H (-0.85255, -5.66638, -7.06061)
H (-2.43063, -5.01895, -6.63285)
H (-1.31975, -4.75997, -3.56899)
H (-0.28004, -2.82042, -2.46090)
H (0.92182, -1.27961, -6.27410)
H (-0.12892, -3.23696, -7.38090)
H (-1.07597, 0.32274, -5.06947)
H (-3.22904, 1.51426, -5.35399)
H (-4.42144, 2.42075, -3.34904)
H (-3.38341, 2.09566, -1.11573)
C (-0.27542, 3.90374, -1.82669)
Si (1.04647, 2.71038, -1.27789)
C (2.27974, 2.69001, -2.67867)
C (1.94962, 3.31523, 0.25794)
H (0.17454, 4.90308, -1.84943)
H (-1.15416, 3.94152, -1.18681)
H (-0.59467, 3.65030, -2.84204)
H (2.96226, 3.52429, -2.49175)
H (1.77287, 2.85035, -3.63107)
H (2.86526, 1.77729, -2.78780)
H (1.54691, 4.28506, 0.56375)
H (3.00837, 3.43699, 0.01445)
H (1.88977, 2.64802, 1.11877)

Values from the calculation:
Molecular weight   862.02 g mol⁻¹
2S+1   2
Orbital gap (spin up / spin down)   7.5 / 7.7 eV
Charge   +1

=====

No. 4
A cluster of 4 separate species, C47H50BF2IN4O5S2 in total in a non-equilibrium geometry. Source: the OMol25 dataset; level of theory: ωB97M-V with the def2-TZVPD basis set.

Atoms and positions in Å:
C (4.17409, -0.90447, 5.02732)
C (4.31918, 0.20893, 4.22267)
C (3.68479, 0.33304, 2.86035)
C (2.33982, -0.35671, 2.82057)
C (2.19343, -1.71471, 2.54237)
O (3.33732, -2.45490, 2.24981)
C (3.72217, -2.49864, 0.92988)
O (4.25985, -3.48189, 0.54455)
C (3.54430, -1.33931, 0.00389)
C (4.68939, -0.64616, -0.37639)
C (4.60699, 0.40955, -1.26410)
C (3.39719, 0.80981, -1.82017)
C (2.25007, 0.12655, -1.41835)
C (2.32584, -0.93201, -0.52483)
C (0.95502, -2.32606, 2.52980)
C (-0.15757, -1.54519, 2.80632)
C (-0.05050, -0.19597, 3.09289)
C (1.21265, 0.39826, 3.09108)
F (1.30460, 1.69918, 3.36424)
N (-1.18989, 0.63823, 3.36200)
B (-1.64065, 0.57454, 4.78197)
C (-0.86105, 1.41664, 5.85715)
O (-2.70009, -0.23353, 5.16916)
C (-2.23606, 0.43419, 2.41931)
C (-2.88200, 1.52487, 1.84399)
I (-2.17975, 3.42794, 2.47057)
C (-3.91933, 1.37842, 0.91714)
C (-4.58930, 2.59878, 0.32628)
C (-6.03308, 2.82290, 0.81161)
C (-6.16829, 3.12138, 2.31990)
C (-6.40104, 1.77270, 3.05419)
C (-7.47132, 3.92238, 2.49432)
C (-4.31488, 0.08418, 0.54492)
C (-5.42308, -0.08901, -0.46898)
F (-6.45241, -0.78760, 0.19214)
C (-5.06361, -0.87511, -1.75162)
C (-3.55562, -1.02910, -2.03964)
C (-3.69339, -1.02694, 1.12595)
C (-4.10703, -2.45165, 0.82062)
S (-4.94316, -3.27412, 2.19673)
O (-6.31115, -3.47618, 1.80519)
O (-4.24081, -4.50306, 2.45784)
C (-2.65794, -0.84208, 2.03705)
S (-1.79896, -2.22007, 2.78099)
H (5.01441, -1.57526, 5.20096)
H (3.25263, -1.12721, 5.56128)
H (4.92619, 1.03942, 4.58842)
H (3.56668, 1.38739, 2.60397)
H (4.40262, -0.10400, 2.17156)
H (5.66112, -0.92465, 0.01905)
H (5.49745, 0.94432, -1.57131)
H (3.34291, 1.61638, -2.53494)
H (1.30346, 0.45007, -1.83117)
H (1.40543, -1.43905, -0.25698)
H (0.85865, -3.37781, 2.30162)
H (-0.31208, 2.21117, 5.35459)
H (-0.10154, 0.75808, 6.29837)
H (-1.50442, 1.77485, 6.65633)
H (-3.55709, 0.17913, 5.01238)
H (-4.62805, 2.46022, -0.75851)
H (-4.03773, 3.51812, 0.48204)
H (-6.40264, 3.70321, 0.27362)
H (-6.71745, 2.01871, 0.54792)
H (-5.31366, 3.65331, 2.73406)
H (-5.45964, 1.22543, 3.11572)
H (-7.12188, 1.19503, 2.47568)
H (-6.85851, 1.93821, 4.02933)
H (-7.81546, 3.93120, 3.52683)
H (-7.35163, 4.93860, 2.11620)
H (-8.23625, 3.43897, 1.88155)
H (-5.86393, 0.84473, -0.78469)
H (-5.51376, -1.86441, -1.70106)
H (-5.51461, -0.36300, -2.60065)
H (-3.20483, -1.97780, -1.64037)
H (-3.42286, -1.11048, -3.11931)
H (-2.94882, -0.18490, -1.72187)
H (-3.19223, -3.01990, 0.65232)
H (-4.76072, -2.55967, -0.03134)
H (-4.83936, -2.46799, 3.29198)
C (-1.23952, -2.93362, -7.15646)
C (-1.44406, -1.56505, -7.22426)
C (-1.29207, -0.82051, -6.06481)
N (-0.96396, -1.34374, -4.88509)
C (-0.77438, -2.66145, -4.83876)
C (-0.89642, -3.49707, -5.93880)
H (-1.34673, -3.55138, -8.03892)
H (-1.71513, -1.08439, -8.15477)
H (-1.44027, 0.25483, -6.07298)
H (-0.51132, -3.06128, -3.86544)
H (-0.72770, -4.56053, -5.84136)
C (3.25035, 0.39874, -7.86571)
C (2.10780, 0.55621, -7.09934)
C (2.24071, 1.05704, -5.81281)
N (3.40913, 1.39442, -5.26933)
C (4.49705, 1.23361, -6.02121)
C (4.47390, 0.74442, -7.31769)
H (3.18825, 0.01139, -8.87483)
H (1.13439, 0.29596, -7.48883)
H (1.37120, 1.19669, -5.17883)
H (5.43405, 1.51357, -5.55192)
H (5.39070, 0.63743, -7.88091)
C (10.01832, 1.09807, 1.77314)
C (9.57406, 1.49434, 0.52229)
C (8.48763, 0.83327, -0.02876)
N (7.84569, -0.16694, 0.57370)
C (8.28833, -0.53486, 1.77562)
C (9.36277, 0.06173, 2.41698)
H (10.86283, 1.58957, 2.23908)
H (10.05752, 2.29838, -0.01522)
H (8.10505, 1.11372, -1.00434)
H (7.74846, -1.35247, 2.24210)
H (9.67626, -0.27847, 3.39420)

Values from the calculation:
Relative energy (zero: lowest compared OMol25 entry of this formula, charge and spin)   0.0 kJ/mol
Molecular weight   990.79 g mol⁻¹
2S+1   1
Structure (SMILES)   C=CCc1c(OC(=O)c2ccccc2)cc2c(c1F)N(B(C)O)c1c(I)c(CCC(C)C)c([C@H](F)CC)c(C[SH](=O)=O)c1S2.c1ccncc1.c1ccncc1.c1ccncc1
Orbital gap   7.9 eV